(1)
C12H23N2O2OsP2S | the ωB97M-V functional and the def2-TZVPD basis

## Properties
Net charge ... +3
Relative energy (zero: lowest compared OMol25 entry of this formula, charge and spin) ... 0.0 kcal per mole
2S+1 ... 5
Frontier orbital gap (spin up / spin down) ... 9.34 / 5.75 eV

Structure (XYZ):
```
43
Properties=species:S:1:pos:R:3:forces:R:3
H 1.09372 2.85981 -0.38923 0.431 -0.321 -0.294
H 3.46709 1.22382 1.19042 0.048 -0.229 0.174
H 2.67721 -2.79243 1.67427 -0.167 0.241 0.102
N -0.03551 -0.89369 -1.10035 0.166 0.399 1.137
C -3.28493 0.72857 1.44887 0.383 -0.073 0.254
C -2.47119 -0.72823 -0.96487 0.087 -0.020 0.012
O -0.03869 3.80893 0.03384 -0.219 -0.514 1.055
C 1.11684 -2.37467 -2.57216 0.396 0.122 0.648
H -3.01414 1.54638 2.12978 -0.263 -0.130 -0.108
C 2.35553 -1.04379 -0.76199 -0.070 0.504 -0.109
H -4.30812 0.86565 1.07427 0.274 -0.033 0.045
O 1.55056 1.94413 -0.55880 -0.840 0.366 -0.273
H 2.07472 -2.77855 -2.90028 -0.339 0.019 -0.032
H 4.25561 -0.35640 1.50904 -0.212 0.006 0.039
C 3.35108 0.24323 1.66883 -0.337 0.375 0.056
H -3.20334 -0.22119 1.99250 -0.136 0.196 -0.062
H 1.70265 -1.95821 2.94338 0.041 -0.267 -0.247
N -0.17737 1.13255 2.36712 1.346 -0.658 -0.089
C 1.11548 -1.47359 -1.51234 0.511 -0.162 -0.490
P 1.90268 -0.60383 0.98532 3.763 -2.668 0.124
H -2.69101 3.03869 -0.36926 0.025 -0.163 -0.186
C -1.22675 -1.31282 -1.58447 -0.372 -0.045 -0.415
H 3.17783 0.36981 2.74438 0.223 0.059 -0.165
H -3.16057 -0.41245 -1.75756 -0.015 -0.139 0.221
H -2.25997 -2.48922 -3.02684 0.422 -0.154 0.099
H 2.77975 -0.10654 -1.19791 -0.023 -0.839 0.193
H -3.45786 1.90859 -1.53721 0.140 -0.040 0.215
C -2.54131 2.14124 -0.98099 0.483 0.308 0.066
H -2.99548 -1.46475 -0.33393 0.201 0.054 -0.280
H -0.11941 -3.46417 -3.96774 0.018 0.125 0.177
C 0.04696 0.66749 3.46861 -0.352 0.206 0.977
C 1.78632 -2.17972 1.87030 -0.504 0.132 0.027
C -0.09434 -2.76110 -3.13670 -0.094 0.055 -0.117
H 0.89032 -2.71592 1.53274 0.216 -0.030 0.178
H 1.52563 1.79955 -1.52590 0.179 0.287 0.303
C -1.27601 -2.24014 -2.62194 -0.363 0.447 0.211
H -1.72102 2.33070 -1.68484 -0.301 0.072 0.032
H 3.11370 -1.83329 -0.73822 0.006 0.210 -0.187
P -2.08750 0.73488 0.09438 -4.313 -0.151 -1.354
H 0.04090 4.76568 0.19226 0.021 -0.141 -0.005
H -0.29690 3.38862 0.89207 0.168 1.090 -0.698
Os 0.08379 0.57524 0.48853 -0.315 1.055 -0.224
S 0.35307 0.13111 4.92262 -0.314 0.447 -1.010
```
Positions in Å, forces in eV/Å.

=====

(2)
C33H36ClN8O5S | the ωB97M-V functional and the def2-TZVPD basis

## Properties
Net charge ... -1
Frontier orbital gap ... 5.70 eV

Structure (XYZ):
```
84
Properties=species:S:1:pos:R:3:forces:R:3
C 7.49388 -2.94016 -0.05723 -0.019 0.081 0.350
H -4.05172 -6.34586 -6.65532 -0.064 0.119 -0.134
C 7.08725 -2.74229 -1.39840 -0.190 0.162 -0.285
H 3.93311 -2.67457 3.11616 -1.179 0.848 -0.280
C 6.77493 -2.06248 0.72316 -0.052 -0.029 0.040
C -2.15665 -3.63993 2.23372 0.981 0.589 7.379
N -2.89464 -3.13505 -3.49228 3.967 2.247 1.949
H 1.86165 1.98553 3.82303 -0.093 0.119 -0.038
C -5.31113 -4.31474 -8.95386 -0.197 0.325 0.138
H 7.45236 -3.26636 -2.27220 -0.077 0.101 0.136
O -3.47893 -3.07535 1.85333 3.591 -2.404 -0.982
H 3.24112 1.64166 -2.43112 -0.057 0.297 0.056
H -4.68841 -2.20765 -1.34711 1.802 0.535 1.714
N 3.30352 2.62237 -2.19041 -0.008 0.064 -0.010
H 2.98428 3.48264 -4.12048 0.022 0.056 0.184
N -5.08569 -4.47787 -6.74841 -0.033 -0.027 -0.046
C -2.49885 6.49172 6.90216 0.015 -0.017 -0.027
C 1.39244 0.06295 0.22835 -0.406 -1.389 -0.032
N 3.15279 -1.97659 3.20760 0.622 1.596 -1.094
C -3.80653 -3.37331 0.45026 -0.319 -0.030 -1.796
S -1.92160 -3.55986 -4.88651 1.723 3.315 4.859
C -2.05559 -2.34063 -2.51184 1.857 -0.333 -1.458
C -2.38806 -1.71257 -1.03436 0.719 1.298 1.091
H -0.78544 5.41570 3.53195 0.041 -0.131 -0.041
H 3.71495 5.17132 -0.18698 -0.060 -0.151 -0.118
H -4.26310 -6.24971 -9.36830 -0.054 0.115 0.140
H -1.69095 6.89504 7.49784 -0.152 -0.039 -0.103
H -4.82340 -3.96584 0.33715 1.983 1.236 0.783
C -4.50359 -5.59469 -7.28930 0.059 -0.042 -0.023
C -3.78998 6.92976 6.70906 0.270 0.159 0.231
N 5.94479 -1.34641 -0.09942 0.117 -0.062 -0.093
N -2.32449 5.34915 6.16549 -0.221 0.073 0.118
H -1.46904 4.81150 6.11291 -0.258 0.113 -0.164
H -2.04961 3.13348 2.75209 0.190 -0.059 0.008
C 0.20223 -0.70371 -0.66220 -0.633 -1.462 -2.984
H 1.84805 -2.16907 0.65740 1.395 2.248 -0.091
H -2.97562 -4.06747 -0.05206 -1.722 1.539 1.140
O -1.79636 -3.69794 3.54343 -2.854 0.288 -9.039
O -1.11666 -0.61737 2.68813 -2.181 1.115 -7.550
H 3.28121 5.83604 -2.78349 -0.012 -0.176 0.054
H 5.29618 -0.63109 0.20264 0.254 -0.107 0.070
H -5.13875 -4.26574 -5.76057 0.014 -0.053 -0.325
C -3.93677 -1.97726 -0.46161 1.214 -0.894 -0.013
H 3.28978 -1.31202 -0.22353 -1.574 0.479 1.783
H -4.33710 -1.08631 0.18505 1.076 -1.714 -1.211
H -6.09137 -2.76394 -7.53415 0.105 -0.155 -0.067
C 3.17767 -0.96668 2.07586 3.864 4.618 1.074
O 3.88020 0.17080 2.27830 -4.176 -6.052 -1.208
H -5.57636 -3.94180 -9.93463 0.037 -0.047 0.179
H 3.65631 2.45066 -0.08984 0.001 0.143 -0.045
C 6.13211 -1.75050 -1.39570 -0.003 -0.028 0.020
C 3.53004 3.11717 -0.93248 0.082 0.055 0.068
H 6.78184 -1.88779 1.79070 0.009 -0.012 -0.181
C -4.62659 -5.51784 -8.65857 0.153 -0.259 0.262
H 8.23238 -3.64577 0.30063 -0.123 0.125 -0.042
N -0.17342 2.22120 3.21465 0.229 0.702 0.043
H 3.31799 -1.46709 4.12571 -0.127 -0.523 -1.840
H -0.39506 1.25922 2.99307 -0.390 -0.449 0.081
C -0.37066 4.41647 3.50336 -0.312 0.077 -0.048
C -1.76524 -0.29300 1.40376 -2.115 3.108 5.187
C -5.58572 -3.69426 -7.75562 0.009 0.051 -0.046
C -1.34032 -0.89396 -0.06475 0.276 -2.499 -4.263
H 0.92661 0.44352 1.23376 0.729 -0.695 -2.137
C 3.55361 4.49161 -1.01360 0.051 -0.276 0.279
H -3.56157 4.17478 4.87800 0.031 0.165 0.098
C -4.41821 6.01590 5.82961 0.000 -0.297 -0.189
C 0.58109 -1.31990 -2.16733 -2.898 0.190 2.173
C 0.94295 4.03090 3.86254 0.379 -0.097 0.144
C 3.32746 4.83805 -2.36714 -0.049 -0.131 -0.363
C -1.03704 3.27966 3.10360 0.066 -0.242 0.054
C -0.53453 -2.13646 -3.08844 -1.420 -1.167 -0.941
C -3.49130 5.04842 5.51219 0.070 -0.018 -0.017
H 5.57026 -1.29986 -2.20292 0.099 -0.102 0.116
C 3.17346 3.66467 -3.07098 0.025 0.042 -0.082
Cl 2.29673 -1.13829 -2.93630 -2.602 -0.150 1.307
H -4.23202 7.81152 7.15452 0.087 -0.129 -0.061
H -1.35144 -4.02339 1.45151 -2.243 0.989 1.063
N -0.37777 -2.79833 -4.44388 -2.429 1.365 4.278
C 1.03812 2.67057 3.67177 -0.232 -0.104 -0.057
C 2.47344 -1.15385 0.60718 -0.702 -1.458 0.786
H 1.90047 0.93676 -0.36239 -1.137 -1.800 1.104
H 1.73449 4.67618 4.22107 -0.084 -0.094 -0.071
H -5.43726 6.05856 5.46740 0.176 -0.030 0.047
O -2.77720 0.61715 1.40562 5.065 -4.814 -0.995
```
Positions in Å, forces in eV/Å.

=====

(3)
C6H8OS | the ωB97M-V functional and the def2-TZVPD basis

## Properties
Net charge ... 0
Relative energy (zero: lowest compared OMol25 entry of this formula, charge and spin) ... 145.8 kcal per mole
Frontier orbital gap ... 7.49 eV

Structure (XYZ):
```
16
Properties=species:S:1:pos:R:3:forces:R:3
C -1.94213 0.31535 -0.32800 -0.845 -2.489 2.385
H -2.12880 -0.47767 -1.07776 0.211 0.145 0.535
C -0.62807 0.11322 0.35999 -1.153 -0.565 0.031
H -2.74547 0.24070 0.47146 0.706 0.526 -1.231
H 0.61023 1.65548 -1.43711 0.431 -0.138 -0.374
C 1.60529 -1.03537 0.74894 -0.754 0.399 -0.638
H 1.65298 -0.35471 2.68843 0.616 0.178 1.319
O 0.00696 -2.03030 -1.29098 -0.299 0.192 0.272
H 1.54664 0.96630 -2.88040 0.154 -0.470 0.930
H -1.91168 1.17758 -0.87548 -0.356 2.565 -1.215
H 2.62374 -1.37203 0.73189 0.071 -0.450 -0.480
H -0.71010 0.80387 2.41632 -0.117 0.024 -0.030
S 0.48231 -0.77818 -0.70656 2.571 1.440 -0.113
C 1.09510 -0.40839 1.80512 -0.406 0.450 -0.895
C 0.63554 0.89775 -2.25074 -1.139 -0.815 1.061
C -0.19256 0.28642 1.62490 0.311 -0.991 -1.557
```
Positions in Å, forces in eV/Å.

=====

(4)
C4H10N2O3S | the ωB97M-V functional and the def2-TZVPD basis

## Properties
Net charge ... 0
Relative energy (zero: lowest compared OMol25 entry of this formula, charge and spin) ... 94.2 kcal per mole
SMILES ... CCS(=O)(=O)CC.N#[N+][O-]
Frontier orbital gap ... 11.01 eV

Structure (XYZ):
```
20
Properties=species:S:1:pos:R:3:forces:R:3
H -2.46953 0.49921 -0.42311 -0.421 0.859 0.583
O -0.30668 -0.72381 -1.72489 -0.290 0.099 -0.661
H 3.50172 0.08251 0.95576 -1.367 0.538 0.040
H -2.68984 2.01462 0.67600 0.994 0.005 -1.504
C 1.94889 -0.12890 -0.52338 0.543 0.722 -0.733
O -0.20291 -1.07716 0.74200 1.040 0.939 -1.288
H 1.78353 -0.20400 1.62412 1.041 0.387 -0.823
S 0.14873 -0.27180 -0.44425 -0.146 -0.854 2.454
C -0.60507 1.40359 -0.14543 -1.272 -2.030 -1.763
H 2.17774 1.36067 0.91360 0.392 0.584 0.392
H 2.24888 0.68403 -1.27345 -0.620 -1.524 0.585
N -2.56797 -1.97837 -0.25765 -1.716 1.909 0.349
H -0.67066 1.59049 -1.21394 0.127 1.210 0.001
H -2.15212 0.63490 1.26026 0.933 -0.928 0.575
C -2.02222 1.17151 0.34189 -1.501 -0.613 -0.053
H -0.09368 2.09652 0.42470 1.617 1.151 0.942
C 2.39812 0.31153 0.82244 0.632 -0.574 1.974
N -1.78611 -2.72843 -0.43148 -1.112 -0.630 -0.043
O -1.09379 -3.62948 -0.61985 2.225 -1.797 -0.441
H 2.45297 -1.10762 -0.70333 -1.100 0.548 -0.587
```
Positions in Å, forces in eV/Å.

=====

(5)
C3H6N2O2 | the ωB97M-V functional and the def2-TZVPD basis

## Properties
Net charge ... 0
Relative energy (zero: lowest compared OMol25 entry of this formula, charge and spin) ... 132.1 kcal per mole
Frontier orbital gap ... 8.60 eV

Structure (XYZ):
```
13
Properties=species:S:1:pos:R:3:forces:R:3
C 0.76928 0.41248 1.55051 0.010 -0.011 -0.156
H 1.05903 1.10694 -0.78886 -0.123 -0.121 -0.039
O 0.32881 -0.42200 2.37094 0.136 0.190 -0.042
N -1.03232 -1.26988 -1.81532 -0.287 0.234 0.251
O -1.04436 0.16891 -0.01688 0.186 0.061 0.065
N 1.53671 1.45265 1.49972 -0.048 -0.111 0.116
H 0.65961 -0.91603 -0.28072 -0.015 0.128 0.075
H 1.94513 1.71247 2.39115 -0.047 -0.019 -0.043
H -1.64112 -1.73952 -2.48033 0.034 0.044 0.048
C -1.68060 -0.56061 -1.01627 0.086 -0.257 -0.307
H 1.39698 1.49465 -0.12430 -0.068 -0.167 0.244
H -2.75047 -0.36689 -0.95029 0.133 -0.061 -0.037
C 0.22736 -0.04823 0.22008 0.004 0.089 -0.174
```
Positions in Å, forces in eV/Å.

=====

(6)
C7H15NO2 | the ωB97M-V functional and the def2-TZVPD basis

## Properties
Net charge ... 0
Relative energy (zero: lowest compared OMol25 entry of this formula, charge and spin) ... 48.5 kcal per mole
SMILES ... CC(C)=N.C=CC.O=CO
Frontier orbital gap ... 9.93 eV

Structure (XYZ):
```
25
Properties=species:S:1:pos:R:3:forces:R:3
H -1.12540 0.64078 0.84709 -0.807 2.368 -1.203
H -2.82010 2.12936 -1.38430 -0.094 0.018 -0.031
C -0.93248 2.75770 0.35767 0.304 0.059 -0.191
O -0.26334 -0.95705 -2.03345 -0.382 -0.628 -0.179
H 0.48872 -3.04686 0.06110 0.013 -0.006 0.039
H 1.86816 -3.03649 1.17930 -0.008 0.025 -0.012
H -1.00447 -1.61203 1.14624 0.227 -0.231 -0.218
H 2.02358 -2.26913 -0.39417 0.072 -0.021 -0.071
C 0.60450 -0.03056 -1.62749 -0.431 1.115 0.129
C 1.94915 -0.17569 1.36732 -0.006 0.209 -0.099
H 2.51364 0.09099 0.47590 0.112 0.008 -0.016
C -2.62321 1.28360 -0.72546 0.093 0.052 -0.089
N -0.32363 -0.88466 1.35783 0.425 -0.377 0.277
H -1.19611 3.59815 -0.27089 -0.216 0.126 -0.006
C 1.33070 -2.45759 0.42425 -0.099 -0.001 -0.093
H 2.63885 -0.61973 2.08505 0.062 -0.055 0.026
H -2.39823 0.40821 -1.33376 -0.055 -0.073 -0.118
H -0.12683 2.93200 1.05359 0.116 -0.049 0.166
H -3.53058 1.05248 -0.16325 -0.010 0.022 -0.004
O 1.77600 -0.04971 -1.88182 0.111 -0.063 0.080
C 0.87436 -1.15699 1.02447 -0.333 -0.410 0.672
H 1.51406 0.72019 1.80269 -0.014 0.012 0.025
C -1.48997 1.56746 0.20740 0.057 -1.587 1.416
H 0.20291 -1.66087 -2.52016 0.051 0.301 0.089
H 0.04974 0.77644 -1.05512 0.813 -0.815 -0.591
```
Positions in Å, forces in eV/Å.

=====

Molecular weight / g mol⁻¹: 511.57, 692.22, 128.20, 166.20, 102.09, 145.20